Version 1
10
Properties=species:S:1:pos:R:3 method="wB97M-V/def2-TZVPD" orbital_gap_ha=0.353 lumo_ev=0.625 spin_multiplicity=1
C -0.2728 0.1388 -1.3324
C 0.2002 0.1237 -0.1179
C -1.2973 0.0888 0.0412
C 1.4450 -0.1115 0.7191
Br -2.3968 1.6981 0.1956
Br -2.2806 -1.5278 0.1678
H -0.4185 -0.0552 -2.3637
H 1.4666 0.6742 1.4650
H 2.3001 0.0220 0.1782
H 1.2540 -1.0509 1.0471

Version 2
10
Properties=species:S:1:pos:R:3 method="wB97M-V/def2-TZVPD" orbital_gap_ha=0.374 lumo_ev=0.222 spin_multiplicity=1
C 0.3440 0.3167 2.5341
C 0.6366 0.0045 1.3977
C 0.3127 -0.0222 -1.0773
C 1.2763 -0.0874 0.0492
Br 2.3749 1.5457 0.0902
Br 2.5289 -1.6324 -0.0716
H 0.3487 0.4317 3.5808
H 0.5109 -0.6368 -1.9746
H 0.1400 1.0554 -1.3251
H -0.5549 -0.4971 -0.8501

Result of the stability comparison: version 2 is the most stable of them.